1.
Density functional theory data (the ωB97M-V functional and the def2-TZVPD basis) for a structure of composition C60H38BrCl3GeHfN6O in a non-equilibrium geometry.

Atoms and positions in Å:
1 Hf -0.01 -0.08 0.11
2 C 5.73 1.05 -5.13
3 C 5.21 -0.24 -5.05
4 C 4.16 -0.51 -4.18
5 C 3.62 0.49 -3.38
6 C 4.14 1.78 -3.49
7 C 5.19 2.06 -4.35
8 C 2.49 0.19 -2.46
9 C 2.70 -0.77 -1.46
10 C 3.97 -1.40 -1.23
11 C 3.81 -2.26 -0.21
12 C 2.43 -2.17 0.20
13 C 1.86 -2.93 1.21
14 C 2.75 -3.85 1.99
15 C 3.70 -3.31 2.86
16 C 4.53 -4.14 3.59
17 C 4.43 -5.52 3.46
18 C 3.49 -6.06 2.59
19 C 2.66 -5.23 1.86
20 C 0.50 -2.92 1.51
21 N -0.44 -2.13 0.90
22 C -1.66 -2.52 1.42
23 C -2.90 -2.05 1.02
24 C -4.11 -2.66 1.65
25 C -4.92 -3.53 0.91
26 C -6.04 -4.11 1.50
27 C -6.36 -3.83 2.82
28 C -5.55 -2.98 3.56
29 C -4.43 -2.40 2.98
30 C -3.11 -1.11 0.01
31 C -4.41 -0.71 -0.44
32 C -4.23 0.17 -1.45
33 C -2.82 0.34 -1.61
34 N -2.14 -0.44 -0.69
35 C -2.25 1.17 -2.57
36 C -0.87 1.27 -2.76
37 C -0.29 1.91 -3.91
38 C 1.03 1.62 -3.88
39 C 1.27 0.82 -2.72
40 N 0.09 0.65 -2.01
41 C -3.14 1.84 -3.56
42 C -3.83 1.07 -4.49
43 C -4.64 1.68 -5.44
44 C -4.77 3.06 -5.46
45 C -4.09 3.83 -4.54
46 C -3.27 3.23 -3.59
47 C -1.46 -3.56 2.38
48 C -0.13 -3.80 2.45
49 N 1.77 -1.24 -0.58
50 H 6.55 1.26 -5.81
51 H 5.61 -1.03 -5.67
52 H 3.75 -1.51 -4.13
53 H 3.69 2.59 -2.91
54 H 5.58 3.07 -4.42
55 H 4.87 -1.20 -1.80
56 H 4.54 -2.92 0.23
57 H 3.79 -2.23 2.95
58 H 5.27 -3.72 4.26
59 H 5.08 -6.17 4.03
60 H 3.42 -7.14 2.47
61 H 1.93 -5.65 1.17
62 H -4.67 -3.75 -0.12
63 H -6.66 -4.78 0.92
64 H -7.23 -4.29 3.27
65 H -5.79 -2.77 4.60
66 H -3.79 -1.74 3.56
67 H -5.34 -1.09 -0.05
68 H -4.99 0.67 -2.05
69 H -0.85 2.46 -4.65
70 H 1.77 1.89 -4.62
71 H -3.71 -0.01 -4.48
72 H -5.17 1.07 -6.16
73 H -5.41 3.53 -6.20
74 H -4.18 4.91 -4.55
75 H -2.72 3.83 -2.88
76 H -2.25 -4.06 2.92
77 H 0.39 -4.52 3.06
78 Br 7.06 0.99 2.67
79 C 5.32 1.09 1.94
80 C 5.12 1.70 0.70
81 C 3.86 1.78 0.16
82 C 2.76 1.22 0.82
83 O 1.55 1.27 0.26
84 C 2.97 0.62 2.07
85 C 1.86 0.18 2.87
86 N 0.69 -0.05 2.40
87 C -0.37 -0.19 3.32
88 C -0.32 -0.82 4.53
89 C -1.41 -0.73 5.42
90 C -2.51 0.01 5.11
91 C -2.61 0.64 3.84
92 C -3.73 1.39 3.43
93 C -3.74 1.92 2.17
94 C -2.67 1.66 1.31
95 N -1.60 0.98 1.65
96 C -1.55 0.49 2.93
97 C 4.25 0.58 2.63
98 H 5.97 2.11 0.17
99 H 3.70 2.25 -0.80
100 H 2.02 0.14 3.94
101 H 0.56 -1.39 4.81
102 H -1.35 -1.24 6.38
103 H -3.33 0.10 5.81
104 H -4.56 1.54 4.11
105 H -4.57 2.51 1.81
106 H -2.72 2.02 0.29
107 H 4.40 0.15 3.61
108 Cl -1.58 4.48 -0.19
109 Ge 0.24 3.28 0.12
110 Cl 1.70 4.19 -1.16
111 Cl 0.78 3.60 2.17

Net charge   +1
LUMO energy (alpha / beta)   -3.8 / -4.5 eV
<S²>   0.756
Multiplicity   2
Energy relative to the best compared isomer or geometry (same formula, charge and spin)   0.0 kcal/mol

---

2.
Density functional theory data (the ωB97M-V functional and the def2-TZVPD basis) for a structure of composition C60H47CoN7O7 in a non-equilibrium geometry.

Atoms and positions in Å:
1 Co 22.54 -17.49 -6.33
2 C 19.45 -13.71 -2.41
3 O 20.51 -12.81 -2.73
4 C 21.13 -13.10 -3.87
5 C 22.24 -13.83 -4.07
6 C 22.70 -14.07 -5.35
7 C 22.10 -13.57 -6.55
8 C 21.01 -12.70 -6.33
9 C 20.53 -12.51 -5.01
10 C 22.26 -14.14 -7.92
11 C 22.15 -13.17 -9.10
12 C 22.96 -11.92 -9.29
13 C 24.20 -11.52 -8.78
14 C 25.61 -17.49 -7.66
15 N 21.72 -13.58 -10.28
16 C 25.75 -18.94 -7.23
17 C 24.86 -19.40 -6.10
18 C 25.12 -20.53 -5.34
19 C 24.15 -20.59 -4.33
20 C 23.32 -19.48 -4.40
21 C 22.14 -19.23 -3.54
22 C 22.16 -19.55 -2.14
23 C 23.45 -19.86 -1.67
24 C 23.67 -20.65 -0.59
25 C 22.58 -20.86 0.27
26 O 22.81 -21.67 1.32
27 C 23.30 -21.04 2.57
28 C 21.33 -20.31 -0.04
29 C 21.10 -19.63 -1.23
30 C 20.98 -18.90 -4.23
31 N 21.12 -18.45 -5.54
32 C 19.82 -18.23 -6.07
33 C 19.52 -17.86 -7.43
34 C 18.20 -18.09 -7.91
35 C 17.33 -19.11 -7.40
36 C 16.04 -19.27 -7.78
37 C 15.51 -18.41 -8.82
38 O 14.26 -18.77 -9.30
39 C 13.98 -18.09 -10.52
40 C 16.35 -17.40 -9.33
41 C 17.74 -17.28 -8.92
42 C 20.64 -17.22 -8.09
43 C 20.81 -16.97 -9.51
44 C 21.50 -15.76 -9.55
45 C 22.02 -15.43 -8.25
46 N 21.52 -16.42 -7.38
47 C 18.91 -18.49 -4.97
48 C 19.58 -18.94 -3.84
49 N 23.79 -18.70 -5.54
50 C 25.69 -19.96 -8.26
51 C 24.65 -20.05 -9.12
52 C 24.65 -20.97 -10.19
53 C 25.70 -21.88 -10.30
54 O 25.86 -22.82 -11.27
55 C 24.72 -23.18 -12.08
56 C 26.66 -21.91 -9.28
57 C 26.67 -21.01 -8.27
58 H 19.83 -14.38 -1.64
59 H 19.03 -14.24 -3.29
60 H 18.69 -13.06 -2.00
61 H 22.83 -14.09 -3.17
62 H 23.61 -14.65 -5.50
63 H 20.56 -12.09 -7.08
64 H 19.76 -11.77 -4.89
65 H 22.45 -11.24 -9.92
66 H 24.92 -10.78 -9.30
67 H 25.96 -21.16 -5.54
68 H 24.12 -21.35 -3.52
69 H 24.28 -19.42 -2.27
70 H 24.64 -21.13 -0.40
71 H 23.77 -21.74 3.22
72 H 22.39 -20.73 3.08
73 H 24.05 -20.28 2.34
74 H 20.51 -20.30 0.79
75 H 20.10 -19.14 -1.31
76 H 17.75 -19.82 -6.71
77 H 15.30 -19.98 -7.36
78 H 14.47 -18.52 -11.39
79 H 14.28 -17.04 -10.45
80 H 12.87 -18.11 -10.67
81 H 16.11 -16.76 -10.21
82 H 18.32 -16.58 -9.49
83 H 20.28 -17.49 -10.29
84 H 21.63 -14.83 -10.20
85 H 17.84 -18.38 -5.05
86 H 19.25 -19.41 -2.92
87 H 23.76 -19.40 -8.99
88 H 23.89 -20.87 -10.95
89 H 24.18 -22.29 -12.43
90 H 23.94 -23.73 -11.52
91 H 25.01 -23.79 -12.95
92 H 27.39 -22.72 -9.27
93 H 27.36 -21.26 -7.43
94 O 26.35 -13.17 -5.52
95 H 26.07 -12.65 -6.32
96 H 26.82 -12.47 -5.00
97 O 24.75 -16.79 -8.17
98 O 24.77 -12.10 -7.77
99 N 28.80 -18.93 -2.43
100 C 28.92 -18.64 -1.09
101 C 29.07 -19.34 0.08
102 C 29.10 -18.60 1.26
103 C 29.03 -17.20 1.28
104 C 28.86 -16.45 0.11
105 C 28.68 -17.19 -1.05
106 N 28.38 -16.72 -2.31
107 C 28.40 -17.80 -3.13
108 C 28.03 -17.67 -4.55
109 C 27.84 -16.26 -5.01
110 C 27.02 -16.02 -6.11
111 N 26.82 -17.03 -6.98
112 C 27.22 -18.45 -6.71
113 C 27.78 -18.71 -5.36
114 H 28.77 -19.90 -2.85
115 H 29.06 -20.40 0.02
116 H 29.20 -19.06 2.23
117 H 29.04 -16.69 2.24
118 H 28.71 -15.38 0.13
119 H 28.14 -15.44 -4.39
120 H 26.74 -15.04 -6.43
121 H 27.87 -18.73 -7.51
122 H 27.88 -19.79 -5.08

LUMO energy (alpha / beta)   -1.9 / -2.5 eV
<S²>   4.162
Multiplicity   4
Energy relative to the best compared isomer or geometry (same formula, charge and spin)   11.6 kcal/mol